[1]
{"formula": "C22H25AsCoF6N3P2S", "method": "ωB97M-V/def2-TZVPD", "elements": ["Co", "N", "C", "C", "C", "C", "C", "C", "S", "N", "C", "C", "C", "C", "C", "C", "N", "H", "H", "H", "H", "H", "H", "H", "H", "H", "C", "P", "C", "C", "C", "C", "C", "C", "C", "P", "C", "C", "H", "H", "H", "H", "H", "H", "H", "H", "H", "H", "H", "H", "H", "H", "H", "H", "F", "As", "F", "F", "F", "F", "F"], "positions_angstrom": [[-0.47, 0.15, 0.46], [-1.83, 3.17, -2.31], [-1.33, 4.46, -2.12], [-1.61, 5.47, -3.02], [-1.09, 6.74, -2.79], [-0.30, 7.01, -1.66], [-0.01, 6.01, -0.76], [-0.53, 4.72, -0.98], [-0.13, 3.50, 0.14], [-0.92, 2.15, -0.41], [-1.63, 2.13, -1.51], [-2.24, 0.81, -1.86], [-3.16, 0.63, -2.87], [-3.66, -0.65, -3.12], [-3.23, -1.70, -2.33], [-2.31, -1.44, -1.33], [-1.82, -0.22, -1.09], [-2.37, 3.03, -3.16], [-2.22, 5.28, -3.90], [-1.30, 7.53, -3.49], [0.09, 8.00, -1.51], [0.60, 6.20, 0.11], [-3.52, 1.45, -3.47], [-4.38, -0.80, -3.91], [-3.60, -2.70, -2.48], [-1.97, -2.23, -0.68], [1.06, -2.89, -0.74], [0.57, -2.12, 0.82], [2.03, -2.09, 1.86], [-0.69, -3.14, 1.61], [-0.62, -4.53, 1.60], [-1.55, -5.28, 2.30], [-2.56, -4.66, 3.01], [-2.65, -3.27, 3.03], [-1.72, -2.51, 2.33], [-1.80, -0.71, 2.39], [-3.51, -0.18, 2.14], [-1.26, -0.09, 3.99], [1.57, -3.83, -0.53], [1.77, -2.24, -1.25], [0.21, -3.09, -1.39], [2.41, -3.11, 1.95], [1.79, -1.71, 2.85], [2.79, -1.45, 1.41], [0.17, -5.03, 1.06], [-1.49, -6.36, 2.28], [-3.29, -5.25, 3.55], [-3.45, -2.80, 3.59], [-4.12, -0.55, 2.96], [-3.91, -0.57, 1.20], [-3.56, 0.91, 2.14], [-1.95, -0.48, 4.75], [-1.29, 1.00, 4.00], [-0.25, -0.42, 4.21], [1.11, 0.98, 0.97], [2.27, 1.89, 2.56], [1.67, 0.52, 3.42], [3.10, 2.60, 3.82], [3.48, 0.91, 1.90], [2.54, 3.05, 1.35], [0.72, 2.61, 2.83]], "spin_multiplicity": 6, "lumo_energy_ev": [-9.808, -11.632], "homo_ev": [-17.21, -18.06], "charge": 3, "de_lowest_kj_mol": 91.5, "largest_force_ev_per_a": 0.378}

[2]
{"formula": "C34H53Br2N5O3", "method": "ωB97M-V/def2-TZVPD", "elements": ["C", "C", "C", "N", "C", "H", "H", "H", "H", "H", "C", "C", "C", "N", "C", "H", "H", "H", "H", "H", "C", "C", "C", "N", "C", "H", "H", "H", "H", "H", "C", "C", "C", "N", "C", "H", "H", "H", "H", "H", "C", "C", "C", "N", "C", "H", "H", "H", "H", "H", "C", "C", "C", "O", "C", "H", "H", "H", "H", "H", "H", "H", "H", "C", "C", "C", "O", "C", "H", "H", "H", "H", "H", "H", "H", "H", "C", "C", "C", "O", "C", "H", "H", "H", "H", "H", "H", "H", "H", "Br", "C", "C", "Br", "H", "H", "H", "H"], "positions_angstrom": [[-15.45, -30.97, 9.97], [-16.38, -30.09, 10.61], [-15.86, -29.78, 11.84], [-14.68, -30.45, 11.99], [-14.44, -31.21, 10.88], [-15.61, -31.40, 9.00], [-17.28, -29.67, 10.19], [-16.17, -29.13, 12.64], [-14.03, -30.45, 12.75], [-13.58, -31.86, 10.84], [-21.41, -38.99, 11.29], [-21.72, -39.28, 9.92], [-20.53, -39.49, 9.29], [-19.53, -39.49, 10.21], [-20.03, -39.05, 11.40], [-22.13, -38.72, 12.04], [-22.67, -39.35, 9.43], [-20.21, -39.85, 8.31], [-18.61, -39.84, 10.01], [-19.40, -38.95, 12.27], [-18.74, -34.57, 16.73], [-19.97, -34.36, 17.35], [-19.80, -34.52, 18.71], [-18.47, -34.86, 18.90], [-17.81, -34.82, 17.69], [-18.63, -34.46, 15.66], [-20.92, -34.07, 16.91], [-20.40, -34.43, 19.60], [-18.15, -35.10, 19.82], [-16.74, -34.94, 17.62], [-13.72, -37.31, 11.48], [-13.69, -36.66, 10.22], [-12.97, -37.51, 9.41], [-12.56, -38.61, 10.12], [-12.94, -38.43, 11.41], [-14.29, -36.97, 12.33], [-14.17, -35.75, 9.95], [-12.71, -37.41, 8.37], [-12.07, -39.40, 9.75], [-12.74, -39.18, 12.16], [-17.79, -36.38, 11.32], [-16.87, -35.86, 10.38], [-16.56, -34.60, 10.82], [-17.27, -34.35, 11.96], [-18.07, -35.43, 12.27], [-18.24, -37.34, 11.20], [-16.50, -36.38, 9.52], [-15.84, -33.89, 10.45], [-17.19, -33.49, 12.46], [-18.79, -35.40, 13.07], [-14.80, -34.65, 14.16], [-15.58, -33.43, 14.70], [-14.51, -32.29, 14.67], [-13.65, -32.66, 13.59], [-13.62, -34.08, 13.41], [-15.39, -35.36, 13.58], [-14.39, -35.05, 15.09], [-15.91, -33.65, 15.72], [-16.43, -33.07, 14.13], [-13.92, -32.27, 15.59], [-14.99, -31.37, 14.38], [-12.62, -34.32, 13.76], [-13.79, -34.31, 12.35], [-16.19, -38.62, 5.66], [-15.11, -38.16, 6.64], [-15.41, -39.02, 7.89], [-15.93, -40.22, 7.34], [-16.87, -39.82, 6.34], [-15.74, -38.87, 4.70], [-16.88, -37.80, 5.46], [-15.12, -37.10, 6.90], [-14.13, -38.37, 6.21], [-16.08, -38.51, 8.59], [-14.51, -39.34, 8.40], [-17.81, -39.59, 6.86], [-17.10, -40.65, 5.68], [-23.81, -36.11, 12.30], [-22.52, -35.34, 12.49], [-22.73, -34.67, 13.85], [-24.13, -34.37, 13.84], [-24.78, -35.03, 12.75], [-23.80, -36.98, 12.97], [-23.99, -36.45, 11.28], [-22.37, -34.42, 11.92], [-21.58, -35.89, 12.44], [-22.15, -33.75, 13.87], [-22.44, -35.35, 14.66], [-25.04, -34.47, 11.85], [-25.72, -35.43, 13.15], [-19.45, -37.74, 14.88], [-18.10, -38.01, 16.28], [-16.78, -37.37, 15.87], [-15.73, -38.75, 14.92], [-17.92, -39.07, 16.43], [-18.44, -37.56, 17.21], [-16.15, -37.09, 16.72], [-16.83, -36.55, 15.17]], "lumo_energy_ev": 0.390, "smiles": "c1cc[nH]c1.c1cc[nH]c1.c1cc[nH]c1.c1cc[nH]c1.c1cc[nH]c1.C1CCOC1.C1CCOC1.C1CCOC1.BrCCBr", "homo_ev": -8.08, "de_lowest_kj_mol": 79.2, "largest_force_ev_per_a": 1.781}

[3]
{"formula": "C3H10S", "method": "ωB97M-V/def2-TZVPD", "elements": ["C", "C", "S", "H", "H", "H", "H", "H", "H", "C", "H", "H", "H", "H"], "positions_angstrom": [[-0.12, -1.17, 1.43], [1.16, -0.49, 0.95], [0.94, 0.64, -0.47], [-0.59, -1.61, 0.56], [-0.83, -0.41, 1.75], [0.14, -1.79, 2.28], [1.67, 0.02, 1.76], [1.85, -1.22, 0.54], [0.82, 1.80, 0.19], [-2.35, 0.25, -1.31], [-1.96, 1.21, -1.62], [-1.83, -0.46, -1.95], [-3.39, 0.24, -1.63], [-2.22, 0.04, -0.26]], "lumo_energy_ev": 0.923, "smiles": "CCS.C", "homo_ev": -8.97, "de_lowest_kj_mol": 27.1, "largest_force_ev_per_a": 1.465}

[4]
{"formula": "F4N2O8RbS4", "method": "ωB97M-V/def2-TZVPD", "elements": ["Rb", "N", "S", "O", "O", "F", "S", "O", "O", "F", "N", "S", "O", "O", "F", "S", "O", "O", "F"], "positions_angstrom": [[2.48, -0.26, 1.60], [1.12, 2.20, 1.13], [-0.08, 2.86, 1.77], [-1.34, 2.33, 1.30], [-0.07, 4.24, 2.12], [0.11, 2.07, 3.17], [0.96, 2.80, -0.44], [1.15, 4.21, -0.62], [-0.01, 2.12, -1.23], [2.35, 2.24, -0.94], [-1.62, -2.64, -0.34], [-0.77, -3.97, -0.98], [0.56, -4.17, -0.47], [-1.09, -4.43, -2.29], [-1.62, -4.98, -0.07], [-0.67, -1.56, -0.88], [-0.50, -1.44, -2.30], [0.54, -1.32, -0.10], [-1.52, -0.29, -0.43]], "lumo_energy_ev": 1.120, "homo_ev": -6.98, "charge": -1, "de_lowest_kj_mol": 149.1, "largest_force_ev_per_a": 7.265}